DFT (ωB97M-V/def2-TZVPD) results for 3 unconnected molecules or ions with the total composition C5H14NO at a distorted geometry.

Each line ends with the natural charge from an NBO analysis.
Positions of all 21 atoms, in Å:
C  0.194  1.412  0.182  -0.156
H  -0.823  2.624  1.629  0.253
C  0.137  1.734  -1.172  0.280
H  1.292  -4.726  -0.546  0.373
H  -0.876  2.440  -2.918  0.267
H  -1.013  0.915  1.893  0.266
C  -1.061  2.144  -1.891  -0.737
H  2.256  0.938  0.007  0.224
H  0.985  1.444  -1.791  0.225
N  0.826  -4.376  0.284  -1.095
H  1.589  1.132  1.731  0.238
H  -1.917  1.652  0.636  0.247
H  0.204  -5.110  0.602  0.374
H  -0.157  -2.410  0.755  0.511
H  0.149  -0.894  0.649  0.434
H  1.555  -4.298  0.986  0.361
H  -1.577  2.971  -1.407  0.278
C  -0.946  1.678  1.119  -0.671
C  1.407  1.032  0.663  -0.043
H  -1.675  1.240  -1.982  0.318
O  -0.551  -1.541  0.571  -0.947

Forces on atoms 1 to 3 (eV/Å):
-0.483 0.601 0.636
0.029 0.351 -0.018
-0.146 -1.595 -0.911

charge: +1
frontier orbital gap: 0.2315 hartree
largest force on an atom: 1.84 eV/A

DFT (ωB97M-V/def2-TZVPD) results for a molecular structure, C14H24I2N2O3RhS2V at a distorted geometry.

Each line ends with the natural charge from an NBO analysis.
Positions of all 49 atoms, in Å:
H  -4.305  2.783  -3.097  0.282
N  1.395  0.145  1.295  -0.318
O  -1.671  0.889  1.999  -0.339
C  -3.625  1.926  -2.977  -0.668
H  -0.857  3.565  -1.638  0.190
C  1.855  -2.795  -0.944  -0.047
C  1.731  2.461  3.921  -0.446
S  0.422  -1.771  -1.608  -0.125
N  1.981  1.072  3.505  -0.089
H  2.440  -3.203  -2.995  0.228
H  3.260  -1.262  -1.568  0.217
H  3.888  -2.456  -0.390  0.284
C  1.420  -3.525  0.310  -0.630
H  1.637  -0.575  4.824  0.312
H  2.781  -1.155  0.143  0.180
H  0.536  -4.143  0.121  0.227
H  3.029  -4.401  -1.819  0.271
V  0.137  0.102  -0.306  0.437
H  2.740  0.710  5.405  0.290
C  -2.557  2.246  -1.938  0.099
C  -3.138  2.468  -0.561  -0.659
H  -4.221  1.055  -2.672  0.226
Rh  -1.878  -1.513  -0.761  0.544
H  -1.169  3.160  -3.333  0.228
H  -3.166  1.712  -3.952  0.243
H  1.186  -2.818  1.119  0.183
H  2.216  3.166  3.232  0.290
S  -1.384  0.608  -1.954  -0.191
I  1.875  1.174  -3.554  0.789
C  2.179  -3.759  -2.085  -0.642
C  -3.578  -1.058  -0.150  0.583
H  2.152  2.582  4.925  0.295
H  -3.822  3.331  -0.610  0.295
H  1.316  -4.403  -2.301  0.243
O  -2.167  -4.280  0.420  -0.269
H  3.296  -0.456  4.165  0.304
C  3.016  -1.850  -0.674  -0.624
C  2.438  0.125  4.531  -0.444
C  -2.027  -3.213  -0.026  0.596
H  0.653  2.687  3.949  0.304
H  -2.245  4.304  -2.481  0.293
C  -1.651  3.383  -2.374  -0.665
O  -4.649  -0.829  0.226  -0.271
H  2.240  -4.177  0.645  0.276
C  -1.104  0.524  1.033  0.398
C  1.643  0.651  2.339  0.558
H  -3.714  1.600  -0.219  0.212
I  1.833  2.522  -1.300  0.354
H  -2.361  2.693  0.177  0.195

Forces on atoms 1 to 3 (eV/Å):
0.248 -0.172 0.125
1.156 1.618 3.777
2.090 -1.682 -4.032

charge: +4
frontier orbital gap (spin up / spin down): 0.2245 / 0.1418 hartree
largest force on an atom: 7.73 eV/A
multiplicity: 7

DFT (ωB97M-V/def2-TZVPD) results for 10 unconnected molecules or ions with the total composition C30H85N5O10 at a distorted geometry.

Each line ends with the Löwdin charge.
Positions of all 130 atoms, in Å:
C  3.630  -0.790  -2.181  -0.182
C  -2.883  2.887  3.602  -0.077
C  -1.168  -0.243  0.383  -0.169
C  -2.138  -5.643  -4.025  -0.127
C  1.863  -2.608  -5.351  -0.356
H  -0.492  3.030  1.234  0.074
C  -2.188  4.160  3.985  -0.394
C  0.887  -1.507  -5.067  -0.118
C  -0.227  2.043  0.856  -0.054
H  -0.321  -8.206  -2.421  0.065
C  -5.310  1.822  -2.422  -0.340
C  -5.406  1.673  -0.934  -0.083
H  -3.777  5.145  5.140  0.123
H  0.942  -1.139  -4.043  0.044
H  0.347  -2.257  -0.425  0.023
H  -3.524  -0.727  5.944  0.089
H  -0.445  -0.539  1.142  0.098
C  1.975  -2.171  1.675  -0.338
N  -1.459  3.992  5.298  0.034
H  -2.214  2.217  3.062  0.057
H  2.537  -3.068  -1.358  0.047
C  2.417  5.124  0.739  -0.279
C  -0.775  -6.209  -3.393  -0.406
N  -0.346  -1.885  -1.059  0.067
H  -2.957  -5.637  -3.305  0.115
H  -0.890  3.157  5.327  0.058
C  -4.961  6.611  3.322  -0.162
H  -3.795  -2.164  4.495  0.098
O  -4.039  5.592  3.152  -0.200
H  2.741  0.904  5.447  0.051
H  -6.474  1.795  -0.751  0.074
H  1.778  -1.150  1.349  0.080
H  5.985  -3.521  -2.274  0.068
H  2.342  -3.173  -3.555  -0.003
H  -3.336  2.376  4.451  0.081
H  4.359  1.795  3.461  0.129
H  1.454  2.831  3.447  0.115
C  2.645  3.798  4.929  -0.057
O  4.603  0.211  -2.093  -0.206
H  -2.378  -0.391  -2.247  0.081
H  1.254  -2.251  2.489  0.050
H  -3.653  2.855  2.832  0.077
H  -5.637  6.518  4.172  0.077
H  -4.717  2.306  -0.376  0.079
H  -5.239  2.844  -2.794  0.111
H  -4.576  7.607  3.540  0.078
C  2.351  2.556  4.002  -0.394
H  0.775  -5.841  -2.294  0.065
H  -2.065  -0.857  0.471  0.121
H  -0.035  -6.493  -4.141  0.126
C  -3.788  -7.118  -5.255  -0.088
C  -1.385  0.041  -2.122  -0.070
H  3.545  -3.433  2.634  0.050
H  6.167  -1.847  -2.773  0.064
C  4.135  1.345  1.057  -0.128
H  0.419  0.028  -1.097  0.117
H  3.097  -0.611  -3.115  0.108
H  3.654  3.245  2.519  0.101
H  -0.182  -1.590  -5.266  0.072
H  0.529  5.210  -0.279  0.068
H  1.993  4.537  1.555  0.088
H  -6.340  1.606  -4.105  0.077
H  4.267  1.178  -4.033  0.076
H  1.089  -3.754  1.162  0.052
O  1.766  -3.452  -4.271  -0.101
H  -5.588  6.570  2.431  0.090
C  -1.147  -7.551  -2.698  -0.101
H  1.946  5.624  -1.326  0.062
O  -4.362  -0.604  5.492  -0.077
H  0.479  1.536  1.514  0.065
H  -1.644  -8.170  -3.445  0.055
H  -3.955  -7.406  -4.217  0.069
H  4.575  -2.233  -0.850  0.114
H  1.216  -0.697  -5.718  0.065
H  2.817  -2.129  -5.572  0.104
H  5.476  -0.003  -4.023  0.062
C  3.393  -2.464  2.159  -0.162
H  -1.849  -7.372  -1.884  0.074
H  4.390  2.240  0.490  0.078
H  -4.585  -0.441  2.140  0.056
C  5.064  0.790  -3.399  -0.063
C  3.491  2.296  3.031  -0.243
H  5.083  0.892  1.346  0.092
H  4.018  -2.624  1.280  0.043
C  5.454  -2.668  -2.697  -0.073
H  -3.595  -7.962  -5.917  0.079
H  3.439  4.791  0.558  0.093
H  3.409  3.626  5.687  0.065
H  3.474  -4.210  -1.764  0.091
C  -4.078  -0.322  3.097  -0.071
C  -0.560  -0.443  -1.014  -0.468
C  4.237  -2.224  -1.886  -0.376
H  -1.460  4.416  3.216  0.117
H  -4.687  -6.566  -5.528  0.071
C  -3.150  5.357  4.274  -0.161
H  -2.668  6.331  4.359  0.116
H  1.495  -3.054  -6.274  0.110
N  3.233  -3.275  -2.060  0.038
H  -1.031  4.896  5.437  0.057
O  -1.398  1.169  0.598  -0.228
N  -0.157  -5.452  -2.300  0.040
C  -4.392  -1.266  4.334  -0.386
H  -3.004  -0.223  2.942  0.053
H  5.929  1.446  -3.294  0.079
H  -4.616  0.597  3.328  0.056
H  -5.155  0.732  -0.444  0.066
H  0.307  2.096  -0.093  0.063
H  3.736  -1.582  2.700  0.055
H  3.716  0.815  0.202  0.064
H  -0.139  -4.499  -2.634  0.039
H  -0.959  -0.264  -3.078  0.058
H  -4.380  1.307  -2.666  0.091
O  -6.354  1.274  -3.205  -0.082
H  2.905  -0.656  -1.378  0.100
C  1.555  4.965  -0.551  -0.085
H  -5.422  -1.563  4.136  0.099
H  5.145  -3.023  -3.680  0.074
H  2.611  7.144  0.681  0.064
H  -1.872  -4.649  -4.384  0.106
O  1.679  -3.186  0.662  -0.236
H  1.748  3.816  5.548  0.051
H  1.527  3.970  -0.995  0.056
O  3.079  1.473  1.981  -0.202
H  2.838  4.769  4.473  0.069
H  1.841  0.601  4.131  0.036
H  -0.015  -2.121  -1.983  0.045
O  -2.565  -6.289  -5.301  -0.224
N  2.101  1.323  4.787  0.031
H  -1.573  1.115  -2.150  0.081
O  2.528  6.456  1.346  -0.103

Forces on atoms 1 to 3 (eV/Å):
0.427 -1.066 -0.027
-0.371 -1.196 -0.590
1.586 2.092 -0.512

charge: -1
frontier orbital gap (spin up / spin down): 0.0587 / 0.3204 hartree
largest force on an atom: 3.84 eV/A
multiplicity: 2